# 1
C8B2BaO16 | ωB97M-V/def2-TZVPD

Summary:
**Energy**: -1584.03029 Ha
**<S²>**: 0.762
**HOMO-LUMO gap (alpha / beta)**: 0.20615 / 0.06200 Ha

ORCA input file:
```
! RIJCOSX wB97M-V def2-TZVPD def2/J DEFGRID3
* xyz 1 2
Ba 0.38687 2.06433 1.93370
O -7.03548 0.42397 -2.87123
C -6.29332 0.88365 -1.98734
O -4.95526 0.75746 -1.88917
B -4.39716 1.41880 -0.71069
O -5.60436 1.90813 0.02859
C -6.70529 1.68476 -0.66650
O -7.87268 1.92631 -0.29127
O -3.46157 2.48486 -1.06552
C -2.31440 2.24427 -0.45669
O -1.25569 2.86515 -0.36763
C -2.51659 0.95875 0.41966
O -3.62969 0.46802 0.11805
O -1.67673 0.39715 1.14246
O 1.11451 -0.44878 0.74251
C 2.31881 -0.73153 0.84156
O 3.03051 -1.69519 0.36015
B 4.48915 -1.53553 0.50208
O 4.61456 -0.21711 1.24480
C 3.40651 0.30770 1.37938
O 3.11335 1.44203 1.80131
O 5.03452 -2.61450 1.36793
C 5.84919 -3.36367 0.62258
O 6.56260 -4.34082 1.04058
C 5.97604 -2.68255 -0.74537
O 5.13338 -1.62869 -0.79849
O 6.68822 -2.97696 -1.69545
*
```


# 2
C8F11NO4S3SbSe4W | ωB97M-V/def2-TZVPD

Summary:
**Energy**: -12866.70652 Ha
**ΔE to the lowest compared entry with this formula, charge and spin**: 123.2 kcal/mol
**HOMO-LUMO gap**: 0.22564 Ha

ORCA input file:
```
! RIJCOSX wB97M-V def2-TZVPD def2/J DEFGRID3
* xyz -1 1
W -0.94808 -0.27420 0.60792
Se -1.73818 5.63493 1.63124
Sb -2.79898 4.10221 0.22739
Se 0.16311 0.06272 -1.68042
Se -1.60895 2.05343 -0.27406
Se -4.71941 4.34423 -1.07703
F 5.88369 -2.04872 1.88668
C 4.86588 -1.94773 1.02813
C 4.34024 -0.71237 0.70931
F 4.85703 0.38875 1.26352
C 3.29505 -0.60396 -0.19269
F 2.87675 0.62957 -0.48203
C 2.72241 -1.72121 -0.78224
S 1.34807 -1.79903 -1.89233
C 3.28447 -2.95207 -0.44966
F 2.78971 -4.07027 -0.99337
C 4.33626 -3.07860 0.43430
F 4.84070 -4.28295 0.71914
F -1.86032 0.77577 4.38886
C -0.86028 -0.08678 4.46907
F 0.13266 0.49398 5.18013
F -1.26998 -1.16597 5.15787
S -0.08672 -0.70100 2.87282
O -0.28213 0.74656 2.17156
O 0.62982 -1.06697 1.19028
N -1.54363 -1.21715 2.32534
S -1.61384 -2.84587 1.49518
O -1.07204 -2.28088 0.15420
O -0.65055 -3.69116 2.17008
C -4.94231 -2.10032 1.57072
F -5.74638 -1.26953 0.96919
F -2.78541 -0.55712 0.15053
F -4.88986 -3.12819 0.77306
*
```